{
  "formula": "H14O7",
  "method": "ωB97M-V/def2-TZVPD",
  "homo_lumo_gap_ha": 0.399,
  "relative_energy_ev": 1.7324,
  "species": ["O", "H", "H", "O", "H", "H", "O", "H", "H", "O", "H", "H", "O", "H", "H", "O", "H", "H", "O", "H", "H"],
  "positions_angstrom": [[-1.865, 1.779, 0.842], [-1.285, 2.476, 0.518], [-2.238, 2.140, 1.653], [-3.438, -0.555, 0.496], [-2.750, -0.078, 0.974], [-3.572, -0.023, -0.293], [2.153, -0.505, -1.944], [2.372, -0.474, -2.881], [2.527, -1.338, -1.636], [-0.919, -0.790, -2.579], [-1.589, -1.397, -2.248], [-0.148, -1.339, -2.747], [0.406, -0.128, 0.354], [-0.196, 0.575, 0.088], [0.887, -0.348, -0.454], [0.139, -1.071, 3.069], [0.558, -1.000, 2.200], [-0.701, -1.501, 2.887], [3.446, 1.381, 0.306], [2.961, 1.753, 1.048], [3.252, 0.442, 0.346]]
}

=====

{
  "formula": "C2HBrF2S",
  "method": "ωB97M-V/def2-TZVPD",
  "homo_lumo_gap_ha": [0.308, 0.324],
  "relative_energy_ev": 4.4745,
  "species": ["C", "C", "F", "F", "S", "Br", "H"],
  "positions_angstrom": [[-0.659, -0.082, -0.007], [0.728, -0.237, -0.061], [1.480, 0.867, -0.050], [1.375, -1.249, 0.413], [-0.225, -0.586, -1.578], [-1.886, -1.031, 1.185], [-0.813, 2.318, 0.098]]
}

=====

{
  "formula": "C24H26BrGeIrN5O5S",
  "method": "ωB97M-V/def2-TZVPD",
  "homo_lumo_gap_ha": [0.334, 0.220],
  "s_squared": 6.011,
  "total_charge": 1,
  "relative_energy_ev": 0.2701,
  "spin_multiplicity": 5,
  "species": ["Ir", "N", "C", "C", "O", "N", "C", "C", "O", "O", "H", "H", "H", "H", "H", "H", "C", "N", "C", "N", "S", "H", "H", "H", "H", "H", "H", "Ge", "C", "C", "C", "C", "C", "C", "C", "C", "C", "C", "C", "C", "H", "H", "H", "H", "H", "H", "H", "H", "H", "H", "H", "Br", "C", "C", "N", "C", "C", "C", "C", "O", "O", "H", "H", "H"],
  "positions_angstrom": [[0.548, -0.569, -1.476], [1.963, -2.368, -0.978], [1.100, -3.402, -0.395], [-0.079, -2.695, 0.284], [-0.271, -2.741, 1.495], [-0.834, -1.999, -0.585], [-1.972, -1.325, -0.041], [-1.546, -0.092, 0.760], [-2.329, 0.678, 1.254], [-0.240, 0.037, 0.874], [2.463, -2.715, -1.790], [2.641, -2.048, -0.284], [1.625, -4.015, 0.344], [0.707, -4.035, -1.193], [-2.512, -1.964, 0.669], [-2.650, -1.022, -0.841], [-1.077, 4.228, 0.862], [0.024, 3.427, 0.372], [-0.078, 2.563, -0.623], [-1.215, 2.398, -1.280], [1.356, 1.752, -1.134], [-0.746, 4.792, 1.730], [-1.914, 3.592, 1.161], [-1.412, 4.928, 0.093], [0.906, 3.469, 0.869], [-2.075, 2.784, -0.922], [-1.290, 1.676, -1.994], [0.239, -0.324, 2.748], [1.971, -1.243, 2.468], [2.257, -2.420, 3.148], [3.457, -3.077, 2.927], [4.382, -2.565, 2.031], [4.107, -1.384, 1.357], [2.903, -0.726, 1.575], [0.328, 1.566, 3.336], [-0.778, 2.181, 3.908], [-0.708, 3.501, 4.319], [0.464, 4.221, 4.147], [1.564, 3.621, 3.556], [1.496, 2.297, 3.156], [-0.957, -1.068, 3.309], [1.529, -2.830, 3.837], [3.674, -3.992, 3.458], [5.313, -3.081, 1.858], [4.828, -0.967, 0.669], [2.690, 0.188, 1.030], [-1.698, 1.623, 4.027], [-1.564, 3.967, 4.783], [0.520, 5.248, 4.472], [2.481, 4.174, 3.421], [2.364, 1.821, 2.718], [-5.888, -1.736, -5.548], [-4.020, -1.524, -5.763], [-3.424, -1.715, -7.008], [-2.132, -1.564, -7.179], [-1.343, -1.238, -6.180], [-1.848, -1.034, -4.894], [-3.216, -1.176, -4.689], [-0.954, -0.722, -3.740], [0.192, -1.216, -3.688], [-1.393, 0.016, -2.821], [-3.999, -1.996, -7.877], [-0.291, -1.131, -6.396], [-3.641, -1.027, -3.708]]
}

=====

{
  "formula": "C22H19N6O6",
  "method": "ωB97M-V/def2-TZVPD",
  "homo_lumo_gap_ha": 0.237,
  "total_charge": 1,
  "species": ["O", "N", "O", "C", "C", "C", "C", "C", "C", "C", "C", "N", "C", "C", "N", "N", "H", "H", "H", "H", "H", "H", "H", "H", "H", "C", "C", "C", "C", "C", "C", "N", "O", "O", "H", "H", "H", "H", "H", "C", "C", "C", "C", "C", "C", "N", "O", "O", "H", "H", "H", "H", "H"],
  "positions_angstrom": [[1.925, -1.076, 1.292], [0.942, -1.218, 0.664], [0.215, -0.012, 0.745], [-0.329, 0.066, 2.105], [-1.787, 0.664, 1.922], [-2.825, -0.295, 1.604], [-4.182, 0.252, 1.479], [-5.413, -0.580, 1.144], [-6.112, -1.227, 2.272], [-7.270, -2.065, 1.946], [-7.617, -2.186, 0.535], [-7.011, -1.584, -0.524], [-5.943, -0.821, -0.192], [-4.197, 1.699, 1.721], [-3.085, 2.403, 1.976], [-1.837, 2.005, 2.096], [-0.408, -0.992, 2.483], [0.299, 0.696, 2.780], [-2.584, -1.369, 1.467], [-5.758, -1.071, 3.314], [-7.807, -2.596, 2.762], [-8.486, -2.853, 0.295], [-5.405, -0.317, -1.039], [-5.179, 2.227, 1.691], [-3.206, 3.418, 2.102], [4.482, -3.008, 0.034], [4.856, -1.732, 0.438], [6.182, -1.459, 0.740], [7.125, -2.471, 0.631], [6.761, -3.751, 0.236], [5.432, -4.017, -0.062], [8.533, -2.180, 0.927], [8.813, -1.050, 1.289], [9.339, -3.082, 0.789], [3.445, -3.217, -0.207], [4.113, -0.949, 0.513], [6.464, -0.462, 1.054], [7.495, -4.542, 0.155], [5.136, -5.011, -0.375], [2.139, 3.616, -3.446], [1.108, 4.057, -4.268], [-0.203, 3.698, -3.991], [-0.468, 2.899, -2.887], [0.554, 2.448, -2.066], [1.863, 2.809, -2.348], [-1.851, 2.534, -2.572], [-2.728, 2.931, -3.312], [-2.045, 1.851, -1.573], [3.162, 3.903, -3.662], [1.328, 4.685, -5.123], [-0.999, 4.046, -4.637], [0.348, 1.822, -1.206], [2.670, 2.465, -1.712]]
}

=====

{
  "formula": "C6H26NO6",
  "method": "ωB97M-V/def2-TZVPD",
  "homo_lumo_gap_ha": 0.412,
  "total_charge": 1,
  "relative_energy_ev": 4.1043,
  "species": ["C", "O", "C", "C", "C", "C", "C", "N", "H", "H", "H", "H", "H", "H", "H", "H", "H", "H", "H", "H", "H", "H", "H", "H", "H", "H", "O", "H", "H", "O", "H", "H", "O", "H", "H", "O", "H", "H", "O"],
  "positions_angstrom": [[-0.565, -1.058, 0.689], [0.138, -0.827, 1.885], [-0.158, -0.024, -0.318], [-0.584, -0.455, -1.829], [0.594, -1.149, -2.469], [-0.706, 0.868, -2.704], [-2.098, 1.396, -2.706], [1.388, 0.073, -0.252], [-1.587, -1.132, 1.050], [-0.403, -2.094, 0.354], [-0.319, -0.906, 2.701], [-0.636, 0.978, -0.095], [-1.503, -0.975, -1.820], [0.256, -1.919, -3.238], [1.293, -0.512, -2.994], [1.067, -1.774, -1.901], [-0.197, 1.704, -2.223], [-0.369, 0.577, -3.593], [-2.444, 1.716, -1.686], [-2.838, 0.653, -3.094], [-2.254, 2.363, -3.403], [1.830, -0.839, -0.471], [1.823, 0.008, 0.766], [1.907, 0.868, -0.766], [2.955, 1.674, 3.584], [3.153, 2.387, 2.319], [2.786, 1.532, 2.619], [-2.767, -2.443, 3.519], [-3.406, -2.437, 2.244], [-2.442, -2.751, 2.671], [2.254, -3.577, 0.396], [0.984, -2.868, 0.721], [1.844, -2.704, 0.310], [-3.539, 2.585, 1.379], [-3.620, 1.773, 2.462], [-3.050, 1.955, 1.759], [2.806, 3.534, -1.901], [1.981, 3.075, -0.619], [2.594, 2.745, -1.232]]
}